Arrangement one

This record from the OMol25 dataset describes 17 unconnected molecules or ions with the total composition H34O17. The level of theory is wB97M-V/def2-TZVPD.

```
51
Properties=species:S:1:pos:R:3
O 2.69 0.63 -2.44
H 1.96 1.15 -2.09
H 2.70 0.86 -3.38
O -0.15 -0.32 0.35
H -0.12 -0.85 -0.44
H 0.52 0.36 0.18
O -2.32 -1.11 1.59
H -2.58 -0.62 2.36
H -1.52 -0.71 1.27
O 2.06 -2.29 0.61
H 2.08 -2.87 -0.13
H 1.49 -1.55 0.44
O 1.03 2.73 -1.33
H 1.19 3.00 -2.22
H 1.88 3.03 -0.96
O -2.47 -1.44 -1.66
H -2.83 -1.35 -0.77
H -2.96 -0.83 -2.16
O -1.51 3.20 0.06
H -1.32 2.56 0.74
H -1.71 4.02 0.50
O -0.98 1.75 2.15
H -1.29 2.08 2.98
H -0.10 2.13 2.10
O 2.30 -3.22 -1.93
H 1.38 -3.02 -1.77
H 2.44 -4.17 -1.83
O 1.46 2.78 1.84
H 1.61 2.39 0.97
H 1.13 3.61 1.52
O 0.72 0.32 3.87
H 0.16 0.51 3.13
H 1.63 0.41 3.64
O -0.52 -3.41 -0.86
H -0.59 -4.36 -1.02
H -1.40 -3.24 -0.57
O -3.27 0.82 0.12
H -4.22 0.83 0.28
H -2.89 0.24 0.81
O -0.49 -3.06 1.99
H -0.07 -3.07 1.13
H -1.12 -2.33 1.98
O -1.40 1.37 -2.15
H -1.89 0.97 -1.44
H -0.87 1.95 -1.64
O 2.56 0.50 0.46
H 2.95 0.60 1.33
H 3.30 0.28 -0.06
O 0.37 -0.76 -2.33
H 1.17 -0.54 -2.79
H -0.19 0.02 -2.45
```

Values from the calculation:
total charge = 0
HOMO = -0.348 hartree
spin multiplicity = 1
gap between HOMO and LUMO = 9.12 eV
E_LUMO = -0.0130 hartree

***

Arrangement two

This record from the OMol25 dataset describes 17 unconnected molecules or ions with the total composition H34O17. The level of theory is wB97M-V/def2-TZVPD.

```
51
Properties=species:S:1:pos:R:3
O 2.41 -1.37 -1.64
H 2.10 -0.54 -1.98
H 3.14 -1.08 -1.13
O -2.19 0.74 2.18
H -1.28 0.89 2.54
H -2.17 1.19 1.34
O -1.44 -3.02 -0.42
H -2.31 -3.45 -0.66
H -1.36 -2.84 0.51
O 0.14 0.77 3.59
H 0.95 0.55 3.12
H 0.49 1.48 4.11
O 1.10 -2.06 3.81
H 0.39 -1.73 3.28
H 1.75 -1.59 3.29
O -0.96 1.94 -2.82
H -1.58 1.73 -3.52
H -0.98 2.93 -2.70
O 0.07 0.34 0.04
H 0.00 -0.37 0.65
H -0.22 -0.12 -0.79
O 0.37 -0.75 -4.64
H 0.17 -0.67 -3.70
H -0.07 0.04 -4.98
O -3.35 -0.65 -0.54
H -3.01 0.20 -0.68
H -3.62 -0.99 -1.36
O -1.31 -1.78 2.06
H -1.84 -0.97 2.19
H -1.86 -2.34 2.62
O 3.27 1.50 0.08
H 2.46 1.11 0.31
H 2.92 2.38 -0.07
O -2.44 1.94 -0.37
H -2.58 2.74 0.11
H -1.62 1.99 -0.78
O 1.73 -1.88 0.91
H 1.41 -2.73 1.16
H 1.76 -1.88 -0.03
O 2.49 -0.02 2.59
H 3.23 0.59 2.37
H 2.40 -0.64 1.88
O 1.70 1.28 -2.65
H 0.73 1.32 -2.49
H 1.75 1.01 -3.58
O 0.24 2.70 1.25
H 0.05 3.36 0.59
H 0.27 1.84 0.81
O -0.80 -0.88 -2.13
H -0.83 -1.72 -1.60
H -1.67 -0.51 -2.10
```

Values from the calculation:
total charge = 0
HOMO = -0.373 hartree
spin multiplicity = 1
gap between HOMO and LUMO = 9.41 eV
E_LUMO = -0.0270 hartree

***

Verdict on stability: arrangement two comes out on top.

***

Arrangement one

This record from the OMol25 dataset describes a molecular structure, C33H37BrCl2NO4SSbV. The level of theory is wB97M-V/def2-TZVPD.

```
81
Properties=species:S:1:pos:R:3
V 0.72 -0.84 0.51
Cl 5.78 4.08 3.20
C 4.48 3.13 2.46
C 4.78 2.46 1.28
C 3.73 1.68 0.78
Cl 4.09 0.74 -0.67
C 2.49 1.57 1.36
O 1.59 0.67 0.91
C 2.15 2.38 2.52
C 0.91 2.49 3.07
O -0.26 1.98 2.50
C 3.27 3.10 3.08
H 5.75 2.50 0.80
H 0.74 3.12 3.94
H 3.12 3.67 3.99
S 3.44 -3.92 2.36
C 4.00 -3.80 0.75
C 3.31 -2.87 0.03
C 2.28 -2.20 0.77
C 2.26 -2.69 2.05
C 1.25 -2.25 3.00
C 1.15 -2.67 4.33
C 0.12 -2.18 5.11
C -0.80 -1.30 4.57
C -0.64 -0.92 3.25
N 0.35 -1.38 2.49
H 4.83 -4.40 0.43
H 3.55 -2.64 -1.00
H 1.88 -3.36 4.73
H 0.04 -2.49 6.15
H -1.61 -0.88 5.15
H -1.30 -0.21 2.78
C 2.10 -0.23 -5.20
C 2.40 0.11 -3.75
Sb 0.86 -0.34 -2.32
C -0.35 1.40 -2.63
C -0.37 2.05 -4.01
C -0.25 -1.85 -3.39
C -1.61 -1.45 -3.95
H 2.88 0.14 -5.87
H 1.15 0.19 -5.54
H 2.04 -1.31 -5.36
H 2.60 1.17 -3.62
H 3.31 -0.40 -3.42
H 0.03 2.11 -1.89
H -1.35 1.13 -2.29
H 0.63 2.33 -4.34
H -0.98 2.96 -4.00
H -0.79 1.39 -4.77
H -0.37 -2.66 -2.66
H 0.39 -2.24 -4.18
H -2.24 -0.97 -3.19
H -2.17 -2.32 -4.31
H -1.52 -0.75 -4.78
Br -4.37 -0.32 0.62
C -4.06 -1.99 -0.22
C -5.20 -2.72 -0.56
C -5.07 -3.96 -1.15
C -3.81 -4.50 -1.38
C -2.69 -3.78 -1.03
C -2.79 -2.51 -0.45
C -1.49 -1.81 -0.16
O -1.42 -0.56 -0.05
O -0.45 -2.50 -0.08
H -6.17 -2.30 -0.36
H -5.96 -4.52 -1.42
H -3.71 -5.48 -1.83
H -1.70 -4.18 -1.18
C -2.58 3.91 0.27
C -2.07 3.30 1.57
C -2.01 4.33 2.69
C -0.71 2.65 1.34
H -3.58 4.34 0.39
H -2.63 3.17 -0.53
H -1.91 4.72 -0.06
H -2.76 2.51 1.87
H -1.31 5.14 2.43
H -1.65 3.88 3.61
H -2.99 4.78 2.88
H -0.79 1.93 0.52
H 0.02 3.41 1.04
```

Values from the calculation:
total charge = -1
HOMO (alpha / beta) = -0.075 / -0.077 hartree
spin multiplicity = 3
gap between HOMO and LUMO (alpha / beta) = 4.24 / 4.30 eV
E_LUMO (alpha / beta) = 0.0814 / 0.0813 hartree
⟨S²⟩ = 2.028

***

Arrangement two

This record from the OMol25 dataset describes a molecular structure, C33H37BrCl2NO4SSbV. The level of theory is wB97M-V/def2-TZVPD.

```
81
Properties=species:S:1:pos:R:3
V -0.39 -0.60 -0.19
Cl 4.83 -2.74 4.73
C 3.59 -2.55 3.51
C 3.25 -3.67 2.70
C 2.29 -3.56 1.75
Cl 1.89 -4.92 0.75
C 1.57 -2.33 1.51
O 0.67 -2.26 0.65
C 1.96 -1.23 2.34
C 1.35 0.04 2.19
O 0.50 0.38 1.35
C 2.96 -1.36 3.33
H 3.77 -4.60 2.85
H 1.68 0.80 2.91
H 3.23 -0.51 3.94
S -2.66 2.52 -2.85
C -3.28 2.56 -1.26
C -2.57 1.74 -0.44
C -1.47 1.05 -1.06
C -1.42 1.41 -2.38
C -0.47 0.94 -3.42
C -0.91 0.11 -4.46
C 0.01 -0.38 -5.36
C 1.34 -0.02 -5.22
C 1.68 0.83 -4.18
N 0.80 1.31 -3.30
H -4.14 3.17 -1.02
H -2.83 1.61 0.60
H -1.96 -0.17 -4.51
H -0.30 -1.05 -6.16
H 2.10 -0.40 -5.89
H 2.71 1.13 -4.03
C -0.11 6.63 1.56
C -0.96 5.56 2.24
Sb -0.25 3.57 1.77
C -1.70 2.58 3.05
C -1.71 3.03 4.51
C 1.32 3.62 3.28
C 2.72 3.68 2.65
H -0.46 7.64 1.77
H -0.11 6.50 0.47
H 0.93 6.57 1.89
H -2.00 5.62 1.90
H -0.95 5.70 3.32
H -1.50 1.51 2.96
H -2.67 2.77 2.59
H -0.76 2.85 5.00
H -2.48 2.50 5.07
H -1.93 4.10 4.60
H 1.22 2.73 3.90
H 1.15 4.49 3.92
H 2.90 2.83 1.99
H 3.51 3.69 3.41
H 2.84 4.58 2.04
Br 4.08 -1.79 -3.21
C 2.72 -3.10 -3.44
C 3.10 -4.21 -4.18
C 2.21 -5.25 -4.41
C 0.92 -5.17 -3.89
C 0.55 -4.05 -3.16
C 1.44 -3.00 -2.92
C 0.91 -1.87 -2.06
O 1.69 -1.04 -1.57
O -0.35 -1.86 -1.85
H 4.10 -4.26 -4.58
H 2.52 -6.11 -4.98
H 0.21 -5.97 -4.05
H -0.44 -3.96 -2.74
C -3.58 -1.77 -1.05
C -2.85 -2.37 0.15
C -3.86 -3.05 1.08
C -2.03 -1.30 0.89
H -4.19 -2.53 -1.56
H -2.88 -1.36 -1.78
H -4.24 -0.96 -0.73
H -2.16 -3.13 -0.22
H -4.57 -2.31 1.47
H -3.35 -3.51 1.93
H -4.43 -3.83 0.56
H -1.60 -1.75 1.80
H -2.70 -0.49 1.22
```

Values from the calculation:
total charge = -1
HOMO (alpha / beta) = -0.192 / -0.199 hartree
spin multiplicity = 3
gap between HOMO and LUMO (alpha / beta) = 7.27 / 7.40 eV
E_LUMO (alpha / beta) = 0.0753 / 0.0727 hartree
⟨S²⟩ = 2.020

***

Verdict on stability: arrangement two comes out on top.

***

Arrangement one

This record from the OMol25 dataset describes a single C12H13NS molecule. The level of theory is wB97M-V/def2-TZVPD.

```
27
Properties=species:S:1:pos:R:3
C -1.77 1.46 0.13
C 2.57 -0.72 0.36
C 1.63 -1.63 -0.23
C 2.43 0.44 0.90
C 0.42 -1.49 -0.83
C 1.11 1.78 -0.28
C 0.62 1.04 -1.23
C -0.03 0.37 1.54
C 1.13 1.25 1.12
C -0.24 -0.18 -1.00
C -1.05 0.25 0.42
C -3.30 -1.04 -0.59
N -2.38 2.32 -0.32
S -2.32 -0.96 0.98
H 3.63 -1.02 0.25
H 2.05 -2.59 -0.15
H 3.33 0.80 1.37
H -0.03 -2.42 -1.30
H 1.59 2.62 -0.57
H 0.66 1.29 -2.24
H 0.31 -0.61 1.53
H -0.28 0.80 2.57
H 1.42 1.94 2.02
H -1.07 -0.14 -1.72
H -3.93 -2.07 -0.44
H -2.56 -1.30 -1.39
H -3.96 -0.22 -0.92
```

Values from the calculation:
SMILES string = CS[C@@]1(C#N)C[C@@H]2C=C[C@H]1/C=C\C=C/2
total charge = 0
HOMO = -0.320 hartree
spin multiplicity = 1
gap between HOMO and LUMO = 9.23 eV
E_LUMO = 0.0196 hartree

***

Arrangement two

This record from the OMol25 dataset describes a single C12H13NS molecule. The level of theory is wB97M-V/def2-TZVPD.

```
27
Properties=species:S:1:pos:R:3
C -0.07 -2.94 -1.67
C -1.39 -2.96 -1.16
C 0.70 -1.90 -1.31
C -1.79 -1.98 -0.31
C 0.37 -0.75 -0.47
C -1.00 -0.87 0.08
C 1.15 0.31 -0.28
C -0.65 0.70 1.92
C 1.86 1.37 -0.13
C 1.96 2.51 -1.07
C 2.55 1.55 1.19
C -2.87 0.24 0.99
N -1.41 0.06 1.00
S -0.88 2.00 2.86
H 0.31 -3.73 -2.29
H -2.13 -3.54 -1.59
H 1.73 -1.95 -1.40
H -2.87 -2.06 -0.04
H 1.39 2.23 -2.07
H 1.40 3.36 -0.68
H 3.09 2.80 -1.19
H 2.33 0.63 1.86
H 3.57 1.79 1.09
H 2.23 2.35 1.85
H -2.98 1.31 1.36
H -3.14 0.02 -0.02
H -3.43 -0.54 1.52
```

Values from the calculation:
total charge = 0
HOMO (alpha / beta) = -0.249 / -0.280 hartree
spin multiplicity = 1
gap between HOMO and LUMO (alpha / beta) = 6.34 / 6.94 eV
E_LUMO (alpha / beta) = -0.0162 / -0.0251 hartree

***

Verdict on stability: arrangement one comes out on top.

***

Arrangement one

This record from the OMol25 dataset describes a molecular structure, C6H12O3. The level of theory is wB97M-V/def2-TZVPD.

```
21
Properties=species:S:1:pos:R:3
C 0.67 1.15 -0.10
C -0.08 -0.06 -2.34
C 1.45 1.00 1.19
C 0.93 -0.13 -1.33
O 1.71 -0.97 -1.01
H -0.27 1.70 -0.03
H 1.24 1.80 -0.78
H -1.22 -0.24 -1.54
H -0.34 0.95 -2.64
H 0.10 -0.72 -3.17
H 0.83 0.62 2.00
H 2.29 0.32 1.04
H 1.86 1.96 1.52
C -0.61 -1.73 0.92
C -1.34 -0.46 0.60
O -1.64 0.27 1.68
O -2.01 -0.31 -0.46
H -2.26 0.97 1.43
H -0.43 -2.30 0.02
H 0.35 -1.53 1.38
H -1.23 -2.29 1.63
```

Values from the calculation:
total charge = 0
HOMO = -0.321 hartree
spin multiplicity = 1
gap between HOMO and LUMO = 9.12 eV
E_LUMO = 0.0138 hartree

***

Arrangement two

This record from the OMol25 dataset describes a single C6H12O3 molecule. The level of theory is wB97M-V/def2-TZVPD.

```
21
Properties=species:S:1:pos:R:3
C -1.93 0.32 0.60
C -0.41 0.13 0.58
C 0.38 0.95 -0.45
C 1.78 0.29 -0.45
C 1.64 -0.98 0.36
C 0.13 -1.25 0.35
H -3.42 0.24 -0.73
H -2.31 -0.32 1.37
H -2.01 1.43 0.84
H -0.05 0.47 1.60
H 0.00 0.68 -1.42
H 1.01 2.72 -0.83
H 2.05 0.08 -1.49
H 2.62 0.97 -0.11
H 1.97 -0.77 1.35
H 2.19 -1.91 0.03
H -0.08 -1.90 1.17
H -1.17 -1.64 -1.00
O -2.47 -0.06 -0.65
O 0.32 2.33 -0.19
O -0.23 -1.79 -0.93
```

Values from the calculation:
SMILES string = OCC1[C@@H](O)CC[C@@H]1O
total charge = 0
HOMO = -0.359 hartree
spin multiplicity = 1
gap between HOMO and LUMO = 10.45 eV
E_LUMO = 0.0247 hartree

***

Verdict on stability: arrangement two comes out on top.

***

Arrangement one

This record from the OMol25 dataset describes 2 unconnected molecules or ions with the total composition C3H10NO3. The level of theory is wB97M-V/def2-TZVPD.

```
17
Properties=species:S:1:pos:R:3
O 1.23 -0.71 0.91
C 0.04 -0.71 0.63
O -0.84 -1.66 0.72
C -0.50 0.65 -0.21
C -1.57 1.55 0.40
N 0.72 1.51 -0.48
H -0.37 -2.55 0.87
H -0.69 0.10 -1.24
H -2.29 1.82 -0.24
H -2.22 0.94 1.03
H -1.16 2.33 1.00
H 1.43 1.29 0.15
H 0.52 2.64 -0.54
H 1.01 1.26 -1.40
H 1.76 -2.82 -1.33
H 1.74 -2.91 0.30
O 1.20 -2.75 -0.57
```

Values from the calculation:
total charge = +1
HOMO = -0.538 hartree
spin multiplicity = 1
gap between HOMO and LUMO = 11.03 eV
E_LUMO = -0.1326 hartree

***

Arrangement two

This record from the OMol25 dataset describes 2 unconnected molecules or ions with the total composition C3H10NO3. The level of theory is wB97M-V/def2-TZVPD.

```
17
Properties=species:S:1:pos:R:3
O -1.72 -0.14 1.61
C -1.66 -0.42 0.46
C -0.57 0.08 -0.54
C -0.37 -0.59 -1.84
O 0.88 -0.12 -2.33
N 0.70 0.06 0.21
H -2.56 -0.82 -0.03
H -0.83 1.16 -0.69
H -1.19 -0.19 -2.50
H -0.52 -1.65 -1.93
H 0.80 -0.35 -3.31
H 1.11 -0.89 0.34
H 1.50 0.70 -0.03
H 0.60 0.35 1.21
H 1.07 1.73 3.00
H 1.38 0.26 3.57
O 1.37 0.84 2.79
```

Values from the calculation:
total charge = +1
HOMO = -0.540 hartree
spin multiplicity = 1
gap between HOMO and LUMO = 10.94 eV
E_LUMO = -0.1383 hartree

***

Verdict on stability: arrangement two comes out on top.

***

Arrangement one

This record from the OMol25 dataset describes 2 unconnected molecules or ions with the total composition C3H10NO3. The level of theory is wB97M-V/def2-TZVPD.

```
17
Properties=species:S:1:pos:R:3
C 1.96 -0.76 -0.19
C 0.78 0.18 -0.34
C -0.34 -0.47 0.54
N -2.04 0.64 -0.64
O 1.00 1.43 0.21
O -0.72 0.04 1.65
O -0.93 -1.59 0.32
H 2.83 -0.32 -0.56
H 2.15 -1.30 0.83
H 1.93 -1.57 -0.79
H 0.57 0.06 -1.44
H -2.49 0.11 -1.39
H -2.69 0.84 0.12
H -1.87 1.59 -0.99
H 1.75 2.01 -0.04
H -0.23 0.91 1.77
H -1.65 -1.81 0.93
```

Values from the calculation:
total charge = +1
HOMO = -0.548 hartree
spin multiplicity = 1
gap between HOMO and LUMO = 11.28 eV
E_LUMO = -0.1338 hartree

***

Arrangement two

This record from the OMol25 dataset describes a gas-phase ion, C3H10NO3 (charge +1). The level of theory is wB97M-V/def2-TZVPD.

```
17
Properties=species:S:1:pos:R:3
C 1.59 -1.08 0.37
C 1.12 0.16 -0.36
C -0.38 0.18 0.11
N -1.18 1.59 -0.27
O -0.61 0.16 1.39
O -2.31 -1.23 0.24
O -1.18 -0.81 -0.62
H 1.92 -0.86 1.37
H 2.45 -1.60 -0.09
H 0.67 -1.62 0.52
H 0.99 0.07 -1.42
H 1.72 0.89 0.03
H -1.06 2.53 0.15
H -2.18 1.29 -0.02
H -0.96 1.68 -1.31
H -0.39 -0.72 1.75
H -2.77 -1.63 -0.58
```

Values from the calculation:
SMILES string = CC[C@]([NH3+])(O)OO
total charge = +1
HOMO = -0.559 hartree
spin multiplicity = 1
gap between HOMO and LUMO = 11.75 eV
E_LUMO = -0.1268 hartree

***

Verdict on stability: arrangement one comes out on top.